Record 1
An isolated molecule of C6H10N2. Source: OMol25; level of theory: wB97M-V/def2-TZVPD.

XYZ file:
```
18
Properties=species:S:1:pos:R:3
H 1.36279 -1.76545 1.47296
N 1.60512 -1.79296 0.47239
C 0.65657 -1.20885 -0.19289
C 0.57794 -1.27709 -1.69009
C -0.52451 -0.59505 0.53246
N -1.16532 -1.32212 1.39095
H -1.87879 -0.76502 1.86915
C -0.63018 0.85597 0.38556
C -1.76711 1.54317 0.33474
C 0.90927 1.48175 0.28092
H 1.44630 -1.80556 -2.09126
H 0.53031 -0.27646 -2.12477
H -0.32859 -1.81540 -1.98192
H -1.76165 2.62613 0.23648
H -2.73289 1.04689 0.27047
H 1.49971 1.27049 -0.61076
H 1.44002 1.23594 1.20313
H 0.76099 2.56362 0.24249
```

The energy above the lowest of the compared OMol25 structures with the same formula, charge and spin is 1.847 eV. Its frontier orbital gap is 10.27 eV. As for the SMILES: [H]/N=C(C)\C(=N\[H])C(=C)C.

***

Record 2
A cluster of 3 separate species, C6H10N2 in total. Source: OMol25; level of theory: wB97M-V/def2-TZVPD.

XYZ file:
```
18
Properties=species:S:1:pos:R:3
C 1.14249 2.68568 -0.18207
C 1.02283 -1.16556 0.86926
C 0.03060 1.93147 0.46494
C 0.07957 -0.59259 -0.07088
C -0.72000 -0.11943 -0.84616
C -1.04785 -2.65209 -1.23720
N -0.72331 2.35022 1.35790
N -2.02874 -3.22626 -0.72798
H -1.43942 1.69542 1.67859
H -2.45835 -2.73332 0.06206
H -1.41506 0.28907 -1.53800
H -0.53289 -3.10552 -2.10051
H 0.97654 2.73558 -1.26044
H 2.08591 2.15549 -0.03236
H 1.22680 3.70169 0.22317
H 2.02696 -1.19430 0.44146
H 1.05107 -0.56919 1.78364
H 0.72284 -2.18636 1.11457
```

The energy above the lowest of the compared OMol25 structures with the same formula, charge and spin is 7.516 eV. Its frontier orbital gap (spin up / spin down) is 7.47 / 7.94 eV.

***

Record 3
A cluster of 2 separate species, C6H10N2 in total. Source: OMol25; level of theory: wB97M-V/def2-TZVPD.

XYZ file:
```
18
Properties=species:S:1:pos:R:3
H 0.02584 0.60153 1.18740
N -0.40930 0.99310 0.33451
C -1.43581 0.38620 -0.10775
C -2.10700 0.84710 -1.36567
C -1.96329 -0.79965 0.48745
C -2.39024 -1.78310 1.02916
H -1.58482 1.70933 -1.77245
H -2.12460 0.04167 -2.10015
H -3.14375 1.11255 -1.15308
H -2.76407 -2.63662 1.52384
H 1.74513 -1.55804 1.96210
N 1.67887 -0.65241 1.50470
C 2.42718 -0.51968 0.48241
C 2.31693 0.64263 -0.40093
H 3.07240 -1.33132 0.10865
H 1.12552 1.06098 -0.25273
H 2.94567 1.46518 -0.04424
H 2.58534 0.42056 -1.42322
```

The energy above the lowest of the compared OMol25 structures with the same formula, charge and spin is 3.615 eV. Its frontier orbital gap is 10.06 eV. As for the SMILES: [H]/N=C(/C)C#C.[H]/N=C/C.

***

Record 4
An isolated molecule of C6H10N2. Source: OMol25; level of theory: wB97M-V/def2-TZVPD.

XYZ file:
```
18
Properties=species:S:1:pos:R:3
C 2.72302 0.27664 0.05369
C 1.42458 0.08048 0.43628
C 0.37056 -0.47988 -0.48442
C -0.17130 -1.95877 -0.10951
C -1.45734 -1.22199 0.32310
N -1.02998 -0.01642 -0.29537
N -1.34471 1.22506 0.25418
C -0.71428 2.21041 -0.19016
H 3.49151 0.56018 0.78621
H 3.03997 0.18209 -0.95372
H 1.15878 0.19235 1.51725
H 0.64231 -0.49407 -1.53481
H 0.43146 -2.41364 0.63053
H -0.16651 -2.68322 -1.01182
H -2.41890 -1.53602 -0.10514
H -1.56385 -1.18556 1.44398
H 0.06682 2.32512 -0.98027
H -1.11017 3.15096 0.32226
```

The energy above the lowest of the compared OMol25 structures with the same formula, charge and spin is 3.527 eV. Its frontier orbital gap is 9.50 eV. As for the SMILES: C=C[C@H]1CCN1N=C.

***

Among the records above, which one has the lowest energy above the lowest of the compared OMol25 structures with the same formula, charge and spin?
number 1

***

Look up the energy above the lowest of the compared OMol25 structures with the same formula, charge and spin of the third one.
3.615 eV

***

Which value of energy above the lowest of the compared OMol25 structures with the same formula, charge and spin does entry 3 give?
3.615 eV